{"formula": "C18H41BN4O8", "method": "ωB97M-V/def2-TZVPD", "total_charge": 0, "orbital_gap_ev": 9.458, "homo_ev": -9.03, "smiles": "CCOB(O)[C@H](CC)OC=O.CNC(C)=O.CNC(C)=O.CNC(C)=O.CNC(C)=O", "species": ["C", "C", "O", "B", "O", "C", "C", "C", "O", "C", "O", "H", "H", "H", "H", "H", "H", "H", "H", "H", "H", "H", "H", "H", "C", "N", "C", "C", "O", "H", "H", "H", "H", "H", "H", "H", "C", "N", "C", "C", "O", "H", "H", "H", "H", "H", "H", "H", "C", "N", "C", "C", "O", "H", "H", "H", "H", "H", "H", "H", "C", "N", "C", "C", "O", "H", "H", "H", "H", "H", "H", "H"], "positions_angstrom": [[-1.070, -3.802, 0.464], [-1.738, -5.093, 0.940], [-2.700, -4.744, 1.945], [-3.979, -5.091, 1.580], [-4.546, -6.090, 2.277], [-4.694, -4.340, 0.371], [-5.220, -2.937, 0.715], [-4.747, -1.936, -0.347], [-5.796, -5.176, -0.128], [-5.707, -5.508, -1.408], [-6.633, -5.853, -1.999], [-0.438, -3.465, 1.277], [-0.453, -3.982, -0.413], [-1.815, -3.042, 0.295], [-0.963, -5.727, 1.359], [-2.220, -5.611, 0.110], [-5.470, -6.224, 2.021], [-3.963, -4.227, -0.430], [-4.916, -2.614, 1.704], [-6.303, -2.924, 0.678], [-5.162, -2.253, -1.301], [-3.667, -1.896, -0.408], [-5.098, -0.928, -0.144], [-4.741, -5.479, -1.932], [3.169, -0.280, 2.904], [2.045, -0.767, 2.122], [0.761, -0.316, 2.105], [0.410, 0.843, 3.000], [-0.065, -0.853, 1.378], [3.959, 0.038, 2.220], [3.545, -1.098, 3.524], [2.893, 0.553, 3.535], [2.202, -1.542, 1.498], [-0.644, 1.077, 2.874], [0.587, 0.583, 4.045], [0.999, 1.721, 2.733], [-7.126, -3.681, -4.260], [-7.515, -2.598, -5.148], [-7.839, -2.663, -6.467], [-7.801, -4.021, -7.127], [-8.148, -1.654, -7.079], [-7.829, -3.738, -3.429], [-6.130, -3.473, -3.864], [-7.111, -4.634, -4.776], [-7.561, -1.665, -4.770], [-8.082, -3.910, -8.170], [-6.795, -4.440, -7.079], [-8.505, -4.700, -6.646], [5.978, 4.416, 2.215], [4.912, 3.468, 2.520], [3.588, 3.711, 2.645], [3.119, 5.132, 2.452], [2.808, 2.800, 2.906], [6.477, 4.100, 1.304], [6.700, 4.407, 3.036], [5.600, 5.416, 2.084], [5.157, 2.500, 2.662], [2.042, 5.166, 2.582], [3.582, 5.789, 3.189], [3.362, 5.479, 1.447], [9.614, 8.561, -0.719], [8.377, 7.947, -0.270], [8.214, 6.793, 0.422], [9.454, 6.016, 0.791], [7.093, 6.407, 0.728], [9.702, 9.557, -0.282], [9.594, 8.659, -1.806], [10.477, 7.971, -0.432], [7.509, 8.414, -0.483], [9.162, 5.124, 1.338], [9.996, 5.713, -0.105], [10.104, 6.617, 1.429]], "atomic_forces_ev_per_a": [[0.1, -0.9, 0.4], [0.3, 1.4, -0.3], [0.1, -0.5, -0.2], [0.5, 0.4, 0.1], [-1.0, -0.2, 0.2], [-0.2, -0.5, 0.6], [0.3, 0.4, -0.7], [-0.3, 0.0, 0.4], [0.9, 0.8, 0.6], [2.4, 0.8, 1.0], [-3.9, -1.6, -2.5], [0.1, 0.3, 0.0], [0.0, 0.1, -0.1], [-0.1, 0.3, -0.3], [-0.2, -0.4, 0.2], [0.0, -0.2, -0.1], [0.2, -0.1, 0.0], [0.0, -0.1, -0.1], [0.1, 0.0, 0.2], [-0.3, -0.3, 0.2], [0.1, 0.1, -0.3], [0.3, 0.0, -0.1], [-0.1, 0.1, 0.0], [0.6, 0.4, 0.6], [-0.1, -0.6, -0.2], [-0.1, 0.2, 0.1], [-0.2, -0.1, -0.1], [-0.1, 0.0, -0.1], [0.0, 0.0, 0.0], [0.1, 0.1, 0.2], [0.1, 0.1, 0.1], [-0.1, 0.1, -0.1], [0.0, 0.0, 0.0], [0.0, -0.2, -0.1], [0.1, 0.1, 0.0], [0.0, -0.1, 0.2], [-0.1, 0.6, 0.1], [0.0, -0.2, -0.2], [0.0, 0.2, 0.0], [0.0, 0.0, 0.0], [0.0, -0.1, 0.0], [0.1, -0.2, 0.0], [0.0, -0.2, 0.1], [0.0, 0.0, 0.0], [0.0, 0.0, 0.0], [0.0, 0.1, 0.0], [-0.1, -0.1, 0.1], [0.1, -0.1, 0.0], [-0.2, -0.9, 0.3], [-0.1, 0.2, 0.1], [-0.1, -0.2, 0.0], [-0.1, 0.0, 0.0], [0.2, 0.3, 0.0], [0.1, 0.2, -0.1], [0.1, 0.2, -0.1], [-0.1, 0.0, 0.0], [0.0, 0.0, 0.0], [0.0, -0.1, 0.0], [0.1, 0.1, -0.1], [0.1, 0.1, 0.1], [-0.4, 0.2, -0.1], [0.2, -0.2, 0.1], [-0.3, 0.1, 0.0], [0.0, 0.0, 0.0], [0.4, 0.3, -0.2], [0.2, 0.0, 0.0], [0.2, 0.0, 0.0], [0.0, 0.0, 0.0], [0.0, 0.0, 0.0], [-0.1, 0.0, 0.0], [0.1, 0.1, 0.0], [0.1, 0.0, -0.1]]}